Record 1
Density functional theory data (ωB97M-V/def2-TZVPD) for a molecular structure, C52H32I4N4O5Y at a distorted geometry.

Geometry as XYZ:
```
98
Properties=species:S:1:pos:R:3:forces:R:3
Y -0.277 -0.244 0.065 -0.147 -1.396 -1.643
I -6.879 3.437 6.617 -0.096 0.059 0.097
C -5.447 2.708 5.291 0.132 -0.022 -0.095
C -4.244 3.385 5.139 -0.032 -0.072 -0.031
C -3.295 2.890 4.256 0.010 0.026 0.001
C -3.532 1.727 3.529 0.057 -0.079 -0.047
C -4.748 1.074 3.689 -0.116 -0.037 0.050
C -5.709 1.554 4.570 0.088 0.000 -0.051
C -2.508 1.194 2.582 -0.202 0.357 -0.206
C -1.869 0.036 2.914 0.219 -0.293 0.034
C -2.124 -0.839 4.049 -0.043 0.129 -0.078
C -1.349 -1.932 3.907 0.124 -0.144 -0.100
C -0.519 -1.734 2.711 0.056 0.225 0.286
C 0.611 -2.524 2.327 0.079 -0.147 -0.049
C 0.555 -3.982 2.547 0.067 0.243 0.079
C 1.665 -4.843 2.526 0.001 -0.094 -0.011
C 1.544 -6.214 2.705 -0.015 0.093 0.000
C 0.297 -6.782 2.903 0.021 0.157 -0.025
I 0.110 -8.836 3.176 -0.006 -0.161 0.023
C -0.830 -5.976 2.885 0.036 0.102 -0.013
C -0.696 -4.610 2.692 -0.112 -0.080 0.001
C 1.775 -1.866 1.778 0.121 -0.059 0.233
N 1.704 -0.806 0.975 0.620 0.197 0.285
C 2.989 -0.326 0.715 -0.105 -0.195 0.212
C 3.296 0.722 -0.110 0.001 0.260 -0.278
C 4.739 1.074 -0.269 -0.075 -0.026 0.074
C 5.623 0.218 -0.915 0.050 -0.033 -0.018
C 6.964 0.550 -1.061 -0.066 0.027 0.028
C 7.422 1.756 -0.552 -0.165 -0.054 0.010
I 9.430 2.265 -0.762 0.160 0.039 -0.017
C 6.558 2.627 0.095 -0.072 -0.056 -0.010
C 5.221 2.281 0.230 0.064 0.061 0.007
C 2.387 1.535 -0.891 0.076 -0.166 0.067
C 2.716 2.565 -1.787 -0.045 0.096 -0.088
C 1.517 3.002 -2.368 0.126 -0.056 0.022
C 0.507 2.221 -1.804 -0.120 0.044 -0.035
N 1.031 1.340 -0.925 0.418 0.368 -0.053
C -0.998 2.096 -2.030 0.118 0.084 0.153
C -1.777 2.320 -0.739 0.100 0.087 -0.016
C -2.680 3.331 -0.402 -0.102 -0.035 0.125
C -3.055 3.086 0.930 -0.031 0.139 -0.103
C -2.360 1.944 1.347 -0.043 -0.169 0.128
N -1.585 1.506 0.312 -0.244 0.570 0.322
C -1.655 2.963 -3.084 0.069 -0.043 0.048
C -2.779 2.491 -3.750 -0.017 0.006 -0.042
C -3.481 3.308 -4.622 0.046 0.002 0.029
C -3.064 4.619 -4.809 0.064 -0.099 0.098
I -4.117 5.857 -6.115 -0.062 0.077 -0.084
C -1.971 5.118 -4.124 0.007 -0.083 0.033
C -1.273 4.284 -3.256 -0.008 0.077 -0.069
C 3.912 -1.151 1.471 -0.010 0.069 -0.075
C 3.188 -2.101 2.101 -0.170 -0.097 -0.032
N -0.860 -0.568 2.154 -0.307 0.176 1.108
H -4.048 4.286 5.704 0.002 -0.006 -0.003
H -2.353 3.409 4.126 -0.012 0.002 0.011
H -4.943 0.179 3.110 -0.007 0.012 0.010
H -6.651 1.035 4.684 -0.001 0.004 0.004
H -2.812 -0.634 4.855 0.008 0.011 -0.015
H -1.275 -2.773 4.578 -0.003 0.045 0.002
H 2.653 -4.456 2.346 0.019 0.001 -0.013
H 2.431 -6.834 2.685 0.001 0.008 -0.002
H -1.817 -6.406 2.995 0.001 0.000 -0.005
H -1.597 -4.016 2.620 0.023 -0.045 -0.026
H 5.252 -0.720 -1.310 0.020 0.012 -0.002
H 7.641 -0.124 -1.568 0.000 0.000 0.000
H 6.920 3.566 0.492 0.004 -0.003 0.000
H 4.536 2.954 0.730 0.020 -0.004 -0.008
H 3.707 2.934 -2.002 -0.034 0.003 -0.016
H 1.412 3.751 -3.136 0.025 -0.017 0.013
H -3.035 4.121 -1.045 -0.004 -0.003 0.033
H -3.762 3.652 1.517 0.006 -0.003 -0.041
H -3.120 1.477 -3.576 -0.004 -0.005 -0.011
H -4.349 2.925 -5.140 0.000 0.009 -0.002
H -1.665 6.148 -4.252 0.006 -0.006 0.001
H -0.444 4.686 -2.690 -0.022 -0.001 -0.006
H 4.978 -0.997 1.545 -0.020 0.004 -0.005
H 3.565 -2.820 2.809 0.011 0.001 -0.011
O -3.330 -1.439 -2.313 -0.048 -0.050 0.011
C -2.260 -1.727 -1.808 0.075 0.080 0.426
O -1.898 -1.568 -0.575 -0.628 -0.303 -0.522
C -1.171 -2.346 -2.695 0.129 -0.063 -0.265
C -0.061 -2.996 -1.869 0.139 0.163 0.032
C 0.865 -3.865 -2.715 -0.034 0.016 -0.157
C 1.691 -2.798 -3.481 -0.014 -0.064 -0.036
C 1.073 -1.508 -2.956 -0.106 0.080 0.212
O 0.784 -1.840 -1.584 -0.047 -0.148 -0.075
C -0.353 -1.314 -3.542 0.009 -0.072 -0.053
C -0.630 0.175 -3.505 -0.150 0.203 0.497
O -0.286 0.900 -4.395 0.013 -0.019 -0.170
O -1.161 0.631 -2.337 0.039 0.102 -0.101
H -1.666 -3.058 -3.355 0.028 0.014 -0.049
H -0.401 -3.434 -0.937 0.018 -0.001 0.048
H 0.297 -4.522 -3.374 0.029 0.002 0.002
H 1.501 -4.481 -2.082 0.000 0.004 0.012
H 1.613 -2.872 -4.565 -0.006 -0.026 0.015
H 2.744 -2.845 -3.208 0.006 0.007 -0.002
H 1.703 -0.622 -2.990 0.018 0.017 -0.005
H -0.358 -1.562 -4.601 -0.023 -0.037 -0.011
```
Positions in Å, forces in eV/Å.

Results
- DFT total energy (Ha) = -3825.42750
- LUMO energy (eV) = 1.5013
- charge = -1
- HOMO energy (eV) = -4.08



Record 2
Density functional theory data (ωB97M-V/def2-TZVPD) for a molecular structure, C52H32N5O4SSe2Te2Y at a distorted geometry.

Geometry as XYZ:
```
99
Properties=species:S:1:pos:R:3:forces:R:3
Y -0.058 0.423 -0.797 -4.016 4.033 -2.510
C -0.354 -6.264 -1.918 0.124 -0.055 -0.010
C -1.354 -5.731 -2.721 -0.037 0.023 -0.009
C -2.210 -4.759 -2.224 0.076 -0.021 0.000
C -2.097 -4.334 -0.903 0.142 0.040 -0.036
C -1.128 -4.918 -0.088 0.098 -0.021 0.074
C -0.235 -5.851 -0.598 -0.280 0.115 0.106
C -2.874 -3.166 -0.430 -0.161 0.233 0.113
C -2.668 -2.737 1.870 0.021 -0.136 -0.023
C -2.237 -3.600 2.944 -0.180 -0.256 -0.003
C -1.474 -2.824 3.736 0.055 -0.119 -0.191
C -1.489 -1.490 3.142 -0.159 -0.120 -0.123
N -2.243 -1.524 1.950 0.089 0.295 -0.016
C -0.932 -0.399 3.739 0.226 0.502 -0.003
C -0.616 0.938 3.262 -0.069 0.079 0.034
C -0.075 1.920 4.155 0.026 -0.189 0.135
C 0.537 2.864 3.379 0.020 0.061 -0.220
C 0.328 2.457 2.035 0.041 0.063 -0.033
C 1.055 3.068 0.936 -0.364 -0.486 -0.057
C 2.419 3.582 1.237 -0.214 0.137 -0.102
C 2.849 4.851 0.859 0.081 0.028 0.098
C 4.168 5.240 1.064 -0.084 -0.005 -0.038
C 5.076 4.356 1.628 0.022 -0.026 0.012
C 4.652 3.091 2.018 -0.123 0.067 -0.045
C 3.329 2.714 1.840 0.224 -0.001 0.071
C 0.629 3.053 -0.372 0.321 0.686 0.430
N -0.580 2.464 -0.718 -1.027 3.039 -0.995
C -0.791 2.763 -2.016 -0.475 0.375 0.098
C -1.927 2.297 -2.768 -0.027 -0.213 0.219
C -2.448 3.229 -3.803 0.167 -0.282 -0.032
C -2.868 4.506 -3.425 -0.048 0.112 -0.117
C -3.359 5.406 -4.362 0.069 -0.088 -0.004
C -3.418 5.049 -5.704 -0.032 0.037 0.012
C -3.000 3.785 -6.095 0.004 -0.086 0.038
C -2.525 2.880 -5.154 -0.020 0.100 -0.023
C -2.576 1.082 -2.500 0.117 0.337 -0.054
C -3.788 0.629 -3.214 0.100 0.148 0.055
C -4.086 -0.589 -2.756 0.094 -0.056 0.150
C -3.067 -0.928 -1.755 -0.168 0.022 0.036
N -2.183 0.134 -1.612 -0.747 0.663 -0.587
C 0.302 3.563 -2.544 -0.069 0.026 0.332
C 1.205 3.695 -1.540 -0.326 -0.111 0.023
N -0.433 1.323 1.972 0.022 0.429 -0.126
C -0.486 -0.633 5.157 -0.157 -0.142 -0.121
C 0.649 -1.382 5.436 0.214 -0.020 0.130
C 0.971 -1.717 6.747 -0.102 -0.002 -0.271
C 0.181 -1.263 7.793 0.021 -0.032 0.130
C -0.932 -0.477 7.523 0.005 0.038 -0.081
C -1.272 -0.176 6.211 0.012 -0.154 0.099
H 0.338 -6.990 -2.331 -0.006 -0.007 0.028
H -1.456 -6.061 -3.748 0.021 0.024 -0.011
H -2.954 -4.303 -2.865 -0.002 0.021 0.014
H -1.016 -4.608 0.943 -0.016 0.101 -0.019
H 0.546 -6.208 0.062 0.053 -0.143 -0.126
H -2.455 -4.652 3.046 0.061 0.002 -0.099
H -0.828 -3.192 4.515 -0.216 0.197 0.285
H -0.105 1.883 5.231 0.026 0.038 -0.006
H 1.059 3.761 3.680 0.056 -0.073 0.094
H 2.144 5.538 0.407 -0.022 -0.010 0.009
H 4.486 6.234 0.772 0.005 -0.007 -0.008
H 6.111 4.651 1.756 -0.009 -0.001 0.032
H 5.350 2.385 2.451 0.011 0.028 0.013
H 3.012 1.727 2.149 -0.087 0.007 -0.040
H -2.819 4.783 -2.379 0.015 -0.023 0.009
H -3.703 6.382 -4.042 0.036 0.021 -0.008
H -3.786 5.754 -6.441 -0.015 -0.003 0.007
H -3.034 3.501 -7.141 -0.008 0.003 0.000
H -2.186 1.897 -5.459 0.022 0.005 0.010
H -4.309 1.217 -3.953 -0.035 -0.050 -0.008
H -4.898 -1.250 -3.018 -0.022 0.065 -0.060
H 0.396 3.855 -3.578 -0.001 0.092 0.025
H 2.191 4.126 -1.581 -0.018 0.046 -0.037
H 1.276 -1.750 4.631 -0.123 0.010 -0.079
H 1.813 -2.379 6.908 0.053 0.104 0.150
H 0.417 -1.534 8.816 0.023 0.015 -0.010
H -1.553 -0.116 8.335 -0.002 -0.021 0.009
H -2.168 0.395 5.998 0.015 0.018 -0.026
Se 0.388 -1.796 -0.231 -1.439 -8.665 -0.898
Te 2.917 -4.972 3.145 -0.029 -0.057 -0.097
Te 1.964 -2.967 1.627 0.873 -1.853 1.685
Se 1.552 -0.381 0.814 5.838 1.446 5.170
O -3.443 -3.241 0.849 0.087 -0.253 0.215
C -2.992 -2.070 -1.114 -0.011 -0.173 -0.052
O 0.703 -0.525 -5.035 0.299 -0.070 0.355
S 0.834 -0.761 -3.616 -0.443 -0.244 -0.443
O -0.315 -1.371 -2.959 0.337 0.181 -0.912
N 1.186 0.582 -2.766 0.451 -0.456 -0.783
C 2.374 0.450 -2.107 1.114 0.599 0.401
O 2.734 1.240 -1.234 0.186 -0.067 -1.227
C 3.060 -0.868 -2.337 -0.813 -0.327 -0.453
C 4.007 -1.414 -1.492 0.131 -0.035 0.142
C 4.118 -2.796 -1.432 -0.206 -0.001 0.026
C 3.346 -3.607 -2.261 0.154 -0.040 0.103
C 2.445 -3.061 -3.161 -0.187 0.048 -0.380
C 2.293 -1.687 -3.169 0.205 0.452 0.579
H 4.539 -0.782 -0.795 -0.083 0.046 0.028
H 4.676 -3.254 -0.625 0.224 0.007 -0.145
H 3.380 -4.679 -2.114 0.032 -0.011 -0.133
H 1.803 -3.687 -3.767 -0.044 -0.048 0.107
```
Positions in Å, forces in eV/Å.

Results
- DFT total energy (Ha) = -8350.91559
- LUMO energy (spin up / spin down) (eV) = 3.3127 / 3.3003
- charge = -2
- HOMO energy (spin up / spin down) (eV) = -1.46 / -1.44